(1)
An isolated molecule of C4H4O3, computed with ωB97M-V with the def2-TZVPD basis set.

Cartesian coordinates (Å):
1 O -1.262 1.733 -1.117
2 C -0.975 1.182 -0.085
3 C -0.078 -0.039 -0.107
4 C 1.236 0.176 -0.816
5 O 1.984 1.063 -0.490
6 C -0.153 -1.102 0.901
7 O -0.745 -1.259 -0.382
8 H -1.355 1.534 0.895
9 H 1.464 -0.553 -1.619
10 H 0.734 -1.708 1.084
11 H -0.851 -1.027 1.737

## Properties
SMILES string   O=CC1(C=O)CO1
HOMO energy   -10.2 eV
Orbital gap   10.5 eV
Energy relative to the best compared isomer or geometry (same formula, charge and spin)   236.6 kJ/mol
Strongest force on any atom   0.65 eV/A
E   -380.4569 Eh

(2)
A structure of composition C4H4O3 in a non-equilibrium geometry, computed with ωB97M-V with the def2-TZVPD basis set.

Cartesian coordinates (Å):
1 C -0.653 -0.808 1.543
2 C -0.470 -0.258 0.412
3 C -0.917 -1.323 2.817
4 C 0.744 0.951 -0.640
5 O -0.264 -1.091 3.809
6 O -1.610 -0.932 0.231
7 O 1.606 0.192 -1.322
8 H -2.009 -1.752 2.849
9 H 1.158 1.267 0.230
10 H 0.018 1.585 -1.135
11 H 2.424 0.034 -0.657

## Properties
HOMO energy (alpha / beta)   -6.3 / -9.7 eV
Spin multiplicity   3
Orbital gap (alpha / beta)   6.5 / 7.7 eV
Energy relative to the best compared isomer or geometry (same formula, charge and spin)   375.6 kJ/mol
Strongest force on any atom   10.85 eV/A
E   -380.2115 Eh

(3)
An isolated molecule of C4H4O4 in a non-equilibrium geometry, computed with ωB97M-V with the def2-TZVPD basis set.

Cartesian coordinates (Å):
1 O -2.438 0.323 -0.073
2 C -1.200 -0.002 -0.007
3 C -0.816 -1.493 -0.010
4 O 0.702 -1.444 -0.022
5 C 1.000 -0.206 0.017
6 O 2.302 -0.038 -0.015
7 C 0.002 0.659 0.037
8 O 0.105 2.111 -0.056
9 H -0.846 -2.102 1.139
10 H -1.167 -2.339 -0.558
11 H 2.477 0.877 -0.451
12 H 0.255 2.196 0.979

## Properties
SMILES string   O=C1COC(O)=C1O
HOMO energy   -9.3 eV
Orbital gap   9.4 eV
Energy relative to the best compared isomer or geometry (same formula, charge and spin)   339.6 kJ/mol
Strongest force on any atom   6.73 eV/A
E   -455.6837 Eh

(4)
A structure of composition C4H4O5Pm in a non-equilibrium geometry, computed with ωB97M-V with the def2-TZVPD basis set.

Cartesian coordinates (Å):
1 O 0.899 -0.101 1.163
2 C -1.384 -1.153 3.449
3 O -1.694 -0.415 4.246
4 Pm -0.099 -1.980 1.041
5 O -0.548 0.613 -1.575
6 C -1.338 -0.492 -1.575
7 C 0.839 0.569 -1.225
8 O -2.416 -0.390 -2.148
9 O -0.909 -1.539 -0.975
10 C 1.159 0.934 0.222
11 H 1.320 1.298 -1.892
12 H 1.255 -0.422 -1.469
13 H 0.679 1.878 0.545
14 H 2.236 1.202 0.192

## Properties
HOMO energy (alpha / beta)   -13.1 / -13.1 eV
Spin multiplicity   5
Charge   +1
Orbital gap (alpha / beta)   7.2 / 7.4 eV
Energy relative to the best compared isomer or geometry (same formula, charge and spin)   0.0 kJ/mol
Strongest force on any atom   4.95 eV/A
E   -1139.1673 Eh

(5)
A structure of composition C4H4O6Ru in a non-equilibrium geometry, computed with ωB97M-V with the def2-TZVPD basis set.

Cartesian coordinates (Å):
1 O 0.222 2.275 0.942
2 C 0.565 1.688 -0.232
3 C 0.130 0.238 -0.345
4 O 0.432 -0.261 -1.596
5 H 1.680 1.492 -0.373
6 H 0.146 2.194 -1.122
7 H -0.939 0.116 -0.124
8 C -0.282 -1.308 -2.070
9 O -1.186 -1.844 -1.499
10 O 0.166 -1.674 -3.252
11 H 0.859 -1.080 -3.575
12 O -0.362 -0.150 2.545
13 C 0.434 -0.782 1.883
14 O 0.815 -0.691 0.681
15 Ru -0.631 1.816 2.448

## Properties
HOMO energy (alpha / beta)   -18.4 / -18.4 eV
Spin multiplicity   7
Charge   +2
Orbital gap (alpha / beta)   7.6 / 4.8 eV
Energy relative to the best compared isomer or geometry (same formula, charge and spin)   0.0 kJ/mol
Strongest force on any atom   4.05 eV/A
E   -700.1721 Eh

(6)
A structure of composition C4H4O6V in a non-equilibrium geometry, computed with ωB97M-V with the def2-TZVPD basis set.

Cartesian coordinates (Å):
1 O 2.353 -0.292 -1.207
2 C 3.560 -0.398 -0.669
3 O 3.788 0.513 0.250
4 O 4.319 -1.344 -0.905
5 V 2.082 1.285 -0.133
6 O -1.772 1.297 -0.178
7 C -0.671 1.174 0.500
8 C -2.367 -0.091 -0.372
9 O 0.360 1.796 0.238
10 O -0.577 0.013 1.116
11 C -1.700 -0.835 0.794
12 H -3.451 -0.033 -0.231
13 H -2.244 -0.341 -1.429
14 H -1.345 -1.837 0.542
15 H -2.335 -0.907 1.683

## Properties
HOMO energy (alpha / beta)   -7.8 / -8.2 eV
Spin multiplicity   4
Orbital gap (alpha / beta)   7.0 / 7.4 eV
Energy relative to the best compared isomer or geometry (same formula, charge and spin)   26.3 kJ/mol
Strongest force on any atom   4.58 eV/A
E   -1550.2464 Eh

(7)
An isolated molecule of C4H4OS in a non-equilibrium geometry, computed with ωB97M-V with the def2-TZVPD basis set.

Cartesian coordinates (Å):
1 C 0.880 -0.077 -0.748
2 C -0.089 -0.080 0.144
3 C 0.140 2.087 -1.045
4 C -0.456 -1.262 0.949
5 O 0.417 3.109 -1.567
6 S -0.850 1.561 0.227
7 H 1.498 -0.798 -1.246
8 H -1.270 -1.867 0.520
9 H -0.599 -0.720 1.847
10 H 0.329 -1.954 0.918

## Properties
HOMO energy (alpha / beta)   -8.3 / -8.3 eV
Orbital gap (alpha / beta)   8.0 / 8.1 eV
Energy relative to the best compared isomer or geometry (same formula, charge and spin)   383.8 kJ/mol
Strongest force on any atom   3.99 eV/A
E   -628.0888 Eh

(8)
An isolated molecule of C4H4P2 in a non-equilibrium geometry, computed with ωB97M-V with the def2-TZVPD basis set.

Cartesian coordinates (Å):
1 P -2.586 1.738 -1.031
2 C -1.124 1.277 -0.709
3 C 0.230 0.876 -0.356
4 C 0.152 -0.236 0.710
5 C -0.131 -1.655 0.272
6 P 1.427 -1.649 0.666
7 H 0.749 1.670 0.087
8 H 0.632 0.834 -1.293
9 H -0.197 0.129 1.685
10 H -1.019 -2.291 -0.098

## Properties
SMILES string   P#CC[C@H]1C=P1
HOMO energy   -9.1 eV
Orbital gap   9.2 eV
Energy relative to the best compared isomer or geometry (same formula, charge and spin)   104.3 kJ/mol
Strongest force on any atom   3.55 eV/A
E   -837.3684 Eh

- Which formula does entry 8 have?
  C4H4P2